Run P
Entry from the Open Molecules 2025 dataset: 2 unconnected molecules or ions with the total composition C5H14 (ωB97M-V/def2-TZVPD).

## Properties
**SMILES string**: CCC.CC
**LUMO**: 1.17 eV
**Gap between HOMO and LUMO**: 11.8 eV

ORCA input file:
```
! RIJCOSX wB97M-V def2-TZVPD def2/J DEFGRID3
* xyz 0 1
C -2.214 -1.157 0.614
C -1.610 0.184 0.321
C -0.686 0.546 1.447
H -2.192 -1.599 1.714
H -1.590 -1.956 0.057
H -3.181 -1.182 0.023
H -1.106 0.191 -0.654
H -2.444 1.022 0.132
H -0.978 0.310 2.406
H 0.180 -0.128 1.434
H -0.316 1.587 1.394
C 1.389 -0.278 -1.154
C 2.573 0.833 -1.094
H 1.340 -0.749 -0.251
H 0.526 0.020 -1.460
H 1.773 -0.959 -1.930
H 2.361 1.374 -0.105
H 3.554 0.355 -1.063
H 2.620 1.586 -1.832
*
```

Löwdin population analysis, charges in e, atoms 1 to 8: atom 1 (C): -0.1560, atom 2 (C): -0.3630, atom 3 (C): -0.1435, atom 4 (H): 0.1124, atom 5 (H): 0.0837, atom 6 (H): 0.0777, atom 7 (H): 0.0672, atom 8 (H): 0.1400

=====

Run Q
Entry from the Open Molecules 2025 dataset: 2 unconnected molecules or ions with the total composition C5H14 (ωB97M-V/def2-TZVPD).

## Properties
**SMILES string**: CCC.CC
**LUMO**: 1.06 eV
**Gap between HOMO and LUMO**: 11.9 eV

ORCA input file:
```
! RIJCOSX wB97M-V def2-TZVPD def2/J DEFGRID3
* xyz 0 1
C -1.164 -1.374 -0.859
C -1.677 0.044 -0.385
C -2.855 -0.006 0.705
H -1.898 -2.182 -0.642
H -0.044 -1.696 -0.735
H -1.044 -1.190 -2.065
H -0.862 0.587 0.240
H -1.947 0.749 -1.096
H -2.563 -0.624 1.627
H -2.936 0.999 1.128
H -3.797 -0.488 0.482
C 2.840 1.207 -0.292
C 2.319 0.082 0.635
H 2.091 1.965 -0.372
H 3.712 1.587 0.260
H 3.069 1.096 -1.291
H 3.243 -0.348 1.054
H 1.784 -0.718 0.125
H 1.728 0.310 1.482
*
```

Löwdin population analysis, charges in e, atoms 1 to 8: atom 1 (C): -0.1309, atom 2 (C): -0.2874, atom 3 (C): -0.1345, atom 4 (H): 0.0578, atom 5 (H): 0.0640, atom 6 (H): 0.1013, atom 7 (H): 0.1051, atom 8 (H): 0.0499

=====

What should be chosen as the least stable of them? Choose run P.

=====

Run P
Entry from the Open Molecules 2025 dataset: 2 unconnected molecules or ions with the total composition C5H14 (ωB97M-V/def2-TZVPD).

## Properties
**SMILES string**: CCC.CC
**LUMO**: 1.11 eV
**Gap between HOMO and LUMO**: 11.8 eV

ORCA input file:
```
! RIJCOSX wB97M-V def2-TZVPD def2/J DEFGRID3
* xyz 0 1
C 1.112 2.310 -0.470
C 0.547 0.903 -0.644
C 0.390 0.745 -2.229
H 0.966 2.688 0.565
H 0.603 3.131 -0.975
H 2.191 2.315 -0.585
H 1.257 0.109 -0.435
H -0.412 0.715 -0.197
H -0.598 0.295 -2.373
H 0.454 1.666 -2.787
H 1.161 0.035 -2.527
C -0.882 -2.641 1.424
C -0.959 -1.136 1.720
H -0.719 -3.215 2.324
H -1.871 -2.922 1.060
H -0.058 -2.885 0.749
H -0.219 -0.526 2.241
H -1.874 -1.073 2.312
H -1.089 -0.514 0.824
*
```

Löwdin population analysis, charges in e, atoms 1 to 8: atom 1 (C): -0.1400, atom 2 (C): -0.2802, atom 3 (C): -0.1043, atom 4 (H): 0.0663, atom 5 (H): 0.0680, atom 6 (H): 0.0705, atom 7 (H): 0.0945, atom 8 (H): 0.0500

=====

Run Q
Entry from the Open Molecules 2025 dataset: 2 unconnected molecules or ions with the total composition C5H14 (ωB97M-V/def2-TZVPD).

## Properties
**SMILES string**: CCC.CC
**LUMO**: 1.11 eV
**Gap between HOMO and LUMO**: 12.3 eV

ORCA input file:
```
! RIJCOSX wB97M-V def2-TZVPD def2/J DEFGRID3
* xyz 0 1
C -0.331 -0.541 -2.069
C 0.633 -1.228 -1.107
C 2.109 -0.981 -1.420
H -0.312 0.533 -1.853
H -1.370 -0.857 -2.078
H 0.041 -0.622 -3.094
H 0.421 -0.986 -0.069
H 0.474 -2.305 -1.261
H 2.185 0.001 -1.908
H 2.718 -1.067 -0.528
H 2.475 -1.637 -2.208
C -0.896 1.627 2.803
C -1.359 0.791 1.592
H 0.188 1.681 2.936
H -1.223 2.653 2.645
H -1.286 1.163 3.703
H -2.424 0.639 1.762
H -0.863 -0.168 1.503
H -1.179 1.304 0.649
*
```

Löwdin population analysis, charges in e, atoms 1 to 8: atom 1 (C): -0.1303, atom 2 (C): -0.3215, atom 3 (C): -0.1213, atom 4 (H): 0.0637, atom 5 (H): 0.0652, atom 6 (H): 0.0697, atom 7 (H): 0.0689, atom 8 (H): 0.0985

=====

Run R
Entry from the Open Molecules 2025 dataset: 2 unconnected molecules or ions with the total composition C5H14 (ωB97M-V/def2-TZVPD).

## Properties
**SMILES string**: CCC.CC
**LUMO**: 1.10 eV
**Gap between HOMO and LUMO**: 12.2 eV

ORCA input file:
```
! RIJCOSX wB97M-V def2-TZVPD def2/J DEFGRID3
* xyz 0 1
C 0.406 2.484 -0.873
C 0.274 1.111 -0.242
C 1.140 0.929 1.019
H 1.374 3.015 -0.849
H -0.067 3.311 -0.368
H -0.119 2.566 -1.931
H -0.768 0.979 0.015
H 0.433 0.385 -0.928
H 0.739 1.471 1.908
H 0.909 -0.026 1.517
H 2.305 1.024 0.884
C -0.316 -2.352 0.529
C -1.466 -2.117 -0.518
H -0.412 -3.086 1.308
H 0.696 -2.632 0.130
H -0.078 -1.420 1.105
H -1.109 -1.368 -1.280
H -2.267 -1.602 0.148
H -1.861 -2.945 -1.152
*
```

Löwdin population analysis, charges in e, atoms 1 to 8: atom 1 (C): -0.1411, atom 2 (C): -0.3239, atom 3 (C): -0.1217, atom 4 (H): 0.0674, atom 5 (H): 0.0463, atom 6 (H): 0.1090, atom 7 (H): 0.0987, atom 8 (H): 0.0445

=====

Run S
Entry from the Open Molecules 2025 dataset: 2 unconnected molecules or ions with the total composition C5H14 (ωB97M-V/def2-TZVPD).

## Properties
**SMILES string**: CCC.CC
**LUMO**: 1.12 eV
**Gap between HOMO and LUMO**: 12.1 eV

ORCA input file:
```
! RIJCOSX wB97M-V def2-TZVPD def2/J DEFGRID3
* xyz 0 1
C 0.964 0.294 -1.932
C 1.564 -1.101 -1.675
C 1.123 -1.451 -0.208
H 1.259 0.625 -2.949
H 1.431 1.042 -1.311
H -0.130 0.334 -1.879
H 1.320 -1.931 -2.330
H 2.625 -0.886 -1.624
H 1.673 -2.362 0.036
H 1.481 -0.753 0.561
H 0.045 -1.492 -0.169
C -1.625 0.253 1.457
C -1.725 1.723 1.909
H -1.221 0.141 0.456
H -1.047 -0.351 2.153
H -2.600 -0.240 1.475
H -2.071 2.237 1.020
H -0.721 2.014 2.230
H -2.347 1.905 2.781
*
```

Löwdin population analysis, charges in e, atoms 1 to 8: atom 1 (C): -0.1431, atom 2 (C): -0.2828, atom 3 (C): -0.1333, atom 4 (H): 0.0679, atom 5 (H): 0.0640, atom 6 (H): 0.0648, atom 7 (H): 0.0963, atom 8 (H): 0.0885

=====

What should be chosen as the least stable of them? Choose run R.

=====

Run P
Entry from the Open Molecules 2025 dataset: 2 unconnected molecules or ions with the total composition C5H14 (ωB97M-V/def2-TZVPD).

## Properties
**SMILES string**: CCC.CC
**LUMO**: 1.12 eV
**Gap between HOMO and LUMO**: 11.9 eV

ORCA input file:
```
! RIJCOSX wB97M-V def2-TZVPD def2/J DEFGRID3
* xyz 0 1
C 1.468 -1.542 -1.383
C 0.481 -0.886 -0.414
C 0.281 -1.763 0.770
H 1.278 -2.623 -1.318
H 2.575 -1.396 -1.100
H 1.381 -1.373 -2.466
H 0.844 0.107 -0.169
H -0.553 -0.555 -0.876
H 1.206 -1.991 1.217
H -0.322 -1.463 1.521
H -0.198 -2.775 0.463
C -1.717 1.721 0.253
C -0.493 2.436 0.715
H -1.837 2.014 -0.749
H -1.608 0.730 0.327
H -2.617 1.963 0.809
H 0.465 1.833 0.211
H -0.462 3.527 0.687
H -0.275 2.206 1.794
*
```

Löwdin population analysis, charges in e, atoms 1 to 8: atom 1 (C): -0.1286, atom 2 (C): -0.3432, atom 3 (C): -0.1317, atom 4 (H): 0.0581, atom 5 (H): 0.0995, atom 6 (H): 0.0637, atom 7 (H): 0.0518, atom 8 (H): 0.1299

=====

Run Q
Entry from the Open Molecules 2025 dataset: 2 unconnected molecules or ions with the total composition C5H14 (ωB97M-V/def2-TZVPD).

## Properties
**SMILES string**: CCC.CC
**LUMO**: 1.16 eV
**Gap between HOMO and LUMO**: 12.6 eV

ORCA input file:
```
! RIJCOSX wB97M-V def2-TZVPD def2/J DEFGRID3
* xyz 0 1
C 1.168 2.216 1.469
C 1.355 0.746 1.889
C 0.380 -0.161 1.131
H 0.111 2.463 1.561
H 1.821 2.863 2.042
H 1.385 2.281 0.405
H 2.374 0.508 1.604
H 1.206 0.708 2.965
H -0.112 -0.924 1.742
H -0.421 0.393 0.616
H 0.898 -0.689 0.343
C -2.106 -1.438 -1.957
C -0.632 -1.296 -2.326
H -2.294 -1.046 -0.960
H -2.820 -1.016 -2.652
H -2.372 -2.500 -1.805
H -0.057 -2.164 -1.997
H -0.163 -0.440 -1.854
H -0.478 -1.302 -3.403
*
```

Löwdin population analysis, charges in e, atoms 1 to 8: atom 1 (C): -0.1314, atom 2 (C): -0.3072, atom 3 (C): -0.1285, atom 4 (H): 0.0667, atom 5 (H): 0.0637, atom 6 (H): 0.0682, atom 7 (H): 0.0921, atom 8 (H): 0.0935

=====

What should be chosen as the least stable of them? Choose run P.

=====

Run P
Entry from the Open Molecules 2025 dataset: 2 unconnected molecules or ions with the total composition C5H14 (ωB97M-V/def2-TZVPD).

## Properties
**SMILES string**: CCC.CC
**LUMO**: 1.10 eV
**Gap between HOMO and LUMO**: 11.8 eV

ORCA input file:
```
! RIJCOSX wB97M-V def2-TZVPD def2/J DEFGRID3
* xyz 0 1
C -0.360 0.961 1.678
C 0.498 1.593 0.407
C 1.794 2.121 0.976
H -0.894 1.587 2.222
H 0.344 0.310 2.229
H -1.224 0.356 1.329
H 0.501 0.734 -0.331
H -0.060 2.335 -0.185
H 2.620 1.868 0.366
H 1.708 3.152 1.257
H 2.004 1.626 1.838
C -0.209 -2.454 -1.669
C -1.496 -1.577 -1.315
H 0.307 -3.069 -0.922
H -0.620 -3.463 -1.931
H 0.470 -2.084 -2.374
H -2.473 -2.171 -1.099
H -1.631 -0.883 -2.114
H -1.279 -0.942 -0.361
*
```

Löwdin population analysis, charges in e, atoms 1 to 8: atom 1 (C): -0.0799, atom 2 (C): -0.2479, atom 3 (C): -0.1282, atom 4 (H): -0.0060, atom 5 (H): 0.0772, atom 6 (H): 0.0467, atom 7 (H): 0.0884, atom 8 (H): 0.0895

=====

Run Q
Entry from the Open Molecules 2025 dataset: 2 unconnected molecules or ions with the total composition C5H14 (ωB97M-V/def2-TZVPD).

## Properties
**SMILES string**: CCC.CC
**LUMO**: 1.16 eV
**Gap between HOMO and LUMO**: 12.2 eV

ORCA input file:
```
! RIJCOSX wB97M-V def2-TZVPD def2/J DEFGRID3
* xyz 0 1
C -1.259 2.448 -1.207
C -0.056 1.551 -0.920
C -0.227 0.815 0.440
H -1.656 2.178 -2.200
H -1.071 3.492 -1.426
H -2.068 2.422 -0.479
H 0.119 0.838 -1.724
H 0.787 2.215 -0.707
H -0.649 1.461 1.219
H -0.937 0.001 0.403
H 0.772 0.640 0.820
C 0.145 -2.256 1.203
C 1.389 -2.184 0.242
H 0.178 -1.410 1.869
H -0.805 -2.310 0.647
H 0.116 -3.264 1.587
H 2.200 -2.869 0.563
H 1.227 -2.571 -0.762
H 1.794 -1.197 0.432
*
```

Löwdin population analysis, charges in e, atoms 1 to 8: atom 1 (C): -0.1345, atom 2 (C): -0.2801, atom 3 (C): -0.1382, atom 4 (H): 0.0660, atom 5 (H): 0.0574, atom 6 (H): 0.0657, atom 7 (H): 0.0975, atom 8 (H): 0.0954

=====

What should be chosen as the least stable of them? Choose run P.